Entry 1:
{
  "formula": "C8H6BF13MgN3O3S",
  "method": "ωB97M-V/def2-TZVPD",
  "symbols": ["S", "Mg", "F", "F", "F", "F", "F", "F", "F", "F", "F", "F", "F", "F", "F", "O", "O", "O", "N", "N", "N", "C", "C", "C", "C", "C", "C", "C", "C", "B", "H", "H", "H", "H", "H", "H"],
  "xyz": [[-1.2454, -1.7578, 1.8976], [0.0723, 0.1780, -0.3094], [-2.1510, 3.3929, 1.3204], [1.0162, 1.4963, 1.3361], [-4.1082, 0.0873, -0.2302], [-2.7757, 0.5006, -2.4244], [-1.0481, 3.7328, -0.5008], [3.0942, 0.6429, 0.8228], [-3.1670, 4.1642, -0.4216], [-3.9833, 1.5108, 1.3807], [-1.1487, 1.9068, -2.4158], [1.6144, 1.3503, -0.8188], [-4.8804, 2.0883, -0.5046], [2.7189, 2.8870, 0.5406], [-3.1874, 2.6134, -2.6321], [-1.5408, 1.0395, 0.1121], [1.2201, -1.5116, -0.2381], [0.1466, -1.0048, -1.9502], [0.9512, -1.8220, -1.4284], [1.3596, -1.3003, 2.5965], [-0.0423, -0.0811, 3.6815], [-2.2166, 3.3024, -0.0136], [2.1074, -0.4598, 3.4002], [-3.8830, 1.3709, 0.0520], [-2.4143, 1.7171, -2.0041], [1.2312, 0.2935, 4.0864], [0.0317, -1.0549, 2.7403], [-2.4706, 1.8170, -0.4481], [-1.2767, 0.6267, 3.9762], [2.1801, 1.6324, 0.5127], [1.6968, -1.8312, 1.8076], [-1.1032, 1.2802, 4.8289], [-1.5820, 1.2087, 3.1068], [3.1808, -0.4555, 3.3906], [1.3920, 1.0812, 4.7993], [-2.0608, -0.0911, 4.2059]],
  "atomic_forces_ev_per_a": [[0.125, 0.067, 0.041], [-0.260, 0.398, 0.609], [0.029, 0.030, -0.040], [0.129, -0.202, -0.145], [-0.022, 0.025, 0.053], [-0.049, 0.043, -0.026], [-0.039, 0.038, 0.010], [0.023, 0.066, -0.021], [0.008, 0.047, 0.015], [-0.038, 0.014, -0.059], [-0.091, 0.011, -0.049], [0.185, 0.015, 0.056], [-0.076, -0.054, 0.018], [-0.122, -0.001, 0.050], [-0.014, 0.055, -0.125], [-0.357, 0.216, -0.292], [0.318, -0.359, -0.211], [0.230, -0.527, -0.241], [-0.267, 0.361, 0.113], [0.047, 0.005, -0.023], [-0.177, 0.115, 0.025], [-0.015, -0.134, -0.024], [-0.087, -0.110, 0.031], [0.123, 0.019, -0.067], [0.145, -0.032, 0.132], [-0.059, -0.037, -0.003], [0.077, 0.086, -0.009], [0.112, -0.055, 0.305], [0.128, -0.085, 0.027], [-0.003, 0.033, -0.097], [0.048, -0.069, 0.001], [-0.007, 0.007, -0.012], [-0.011, 0.020, -0.022], [-0.014, 0.002, -0.029], [-0.013, -0.003, 0.004], [-0.005, -0.005, 0.006]],
  "homo_lumo_gap_ev": 8.00,
  "lumo_ev": 2.95,
  "e_tot_ev": -71302.868,
  "total_charge": -1
}


Entry 2:
{
  "formula": "C7H11N6",
  "method": "ωB97M-V/def2-TZVPD",
  "symbols": ["N", "N", "N", "N", "N", "N", "C", "C", "C", "C", "C", "C", "C", "H", "H", "H", "H", "H", "H", "H", "H", "H", "H", "H"],
  "xyz": [[-2.9207, 0.5837, -1.0631], [3.2496, 0.7786, 0.2964], [2.3415, -0.1397, 0.6140], [-1.0251, -0.7837, -0.6215], [-1.2841, 1.2229, 0.5049], [0.4824, -2.4642, -0.1326], [-1.7323, 0.3512, -0.3865], [0.2003, -1.0976, -0.1850], [-0.9638, 0.6818, 1.8532], [1.5900, 0.7565, -1.2452], [1.2812, -0.1522, -0.2543], [2.8609, 1.2924, -0.8005], [-0.4821, -0.4148, 2.1576], [2.4166, -0.7424, 1.4383], [3.4339, 2.0680, -1.3344], [-3.6703, 1.1548, -0.8000], [-1.3063, 1.5270, 2.5269], [-3.1893, 0.1050, -1.9410], [-0.2492, -3.1061, -0.0502], [-1.5557, 2.2019, 0.4171], [1.3166, -2.5304, -0.7103], [0.9369, 1.2154, -2.0222], [-0.0594, -1.1100, 2.8907], [-1.6714, -1.3980, -1.1524]],
  "atomic_forces_ev_per_a": [[1.741, -2.139, -1.620], [1.084, -1.382, 1.863], [-0.954, -0.886, 0.524], [-4.915, 1.643, -1.765], [0.037, -0.577, -0.331], [2.149, 3.488, -0.653], [-0.782, 1.126, -0.878], [0.174, -1.758, 3.443], [-1.982, 5.366, 0.698], [0.072, 1.358, 0.239], [1.007, 0.288, -0.716], [-1.475, 1.562, -3.134], [2.897, -4.487, -0.822], [0.195, 0.673, -0.493], [-0.305, -0.523, 0.593], [-0.500, 1.196, 1.278], [0.420, -1.112, -0.341], [0.891, 0.184, 0.891], [-0.813, -1.216, -0.226], [-0.176, -0.625, 0.344], [-0.245, -1.595, 0.256], [0.767, -0.901, 0.584], [-0.714, 0.764, -0.259], [1.428, -0.447, 0.526]],
  "homo_lumo_gap_ev": [7.55, 6.87],
  "lumo_ev": [-4.04, -3.99],
  "e_tot_ev": -16367.234,
  "total_charge": 1
}


Entry 3:
{
  "formula": "C6H8",
  "method": "ωB97M-V/def2-TZVPD",
  "symbols": ["C", "C", "C", "C", "C", "C", "H", "H", "H", "H", "H", "H", "H", "H"],
  "xyz": [[-0.6446, -1.1698, -0.8495], [1.2016, 0.4196, -0.5114], [-1.1213, -0.1621, 0.0674], [-0.1964, 0.2640, -1.0598], [-0.0580, -1.1346, 0.5498], [1.2873, -0.4519, 0.4944], [-0.5828, 0.8436, -1.8932], [-2.1021, 0.1427, 0.4108], [-0.3071, -1.9101, 1.2686], [-1.1267, -1.9218, -1.4616], [1.9454, 1.1182, -0.8742], [2.1199, -0.6471, 1.1592], [-0.1452, 2.6527, 1.4650], [-0.2700, 1.9567, 1.2344]],
  "atomic_forces_ev_per_a": [[-0.075, -0.159, -0.104], [0.029, -0.098, 0.093], [-0.203, 0.058, 0.071], [0.056, 0.202, -0.238], [0.086, -0.195, 0.216], [0.007, 0.078, -0.114], [0.068, -0.101, 0.137], [0.162, -0.073, -0.065], [0.031, 0.137, -0.123], [0.075, 0.130, 0.110], [-0.102, -0.119, 0.062], [-0.120, 0.035, -0.116], [-0.044, -0.006, 0.024], [0.030, 0.111, 0.047]],
  "homo_lumo_gap_ev": 9.84,
  "lumo_ev": 1.26,
  "smiles": "C1=CC2C3C1C23.[H][H]",
  "e_tot_ev": -6347.654
}


Entry 4:
{
  "formula": "C2H5NOS",
  "method": "ωB97M-V/def2-TZVPD",
  "symbols": ["S", "O", "N", "C", "C", "H", "H", "H", "H", "H"],
  "xyz": [[-0.0301, -1.4726, -0.2458], [2.1089, 0.0483, 1.0360], [1.0939, -0.3804, -0.9308], [2.1094, 0.0661, -0.1684], [-1.0430, -0.3933, 0.7852], [-1.5044, 0.3861, 0.1287], [2.7965, 0.6093, -0.8996], [-1.5948, -0.9282, 1.4571], [1.0158, -0.4566, -1.9335], [-0.4135, 0.0899, 1.4194]],
  "atomic_forces_ev_per_a": [[-0.458, -0.595, 0.287], [0.620, -0.144, -0.283], [-2.039, -1.657, 0.236], [0.536, 1.757, -1.328], [0.582, 1.380, -3.703], [-0.325, -0.938, 0.825], [0.225, -0.390, 1.307], [-2.260, -1.712, 0.993], [0.903, 0.641, 0.022], [2.217, 1.658, 1.646]],
  "homo_lumo_gap_ev": 9.69,
  "lumo_ev": 0.71,
  "smiles": "CSNC=O",
  "e_tot_ev": -16527.018
}


Entry 5:
{
  "formula": "C2H13NO3",
  "method": "ωB97M-V/def2-TZVPD",
  "symbols": ["O", "O", "O", "N", "C", "C", "H", "H", "H", "H", "H", "H", "H", "H", "H", "H", "H", "H", "H"],
  "xyz": [[-0.2811, 2.3028, 0.2401], [-1.0618, 0.1799, 1.9256], [0.8996, -1.5165, 1.4208], [-0.7577, 0.6269, -1.8542], [0.5118, -0.2377, -1.3222], [0.3105, -1.7097, -1.3675], [1.4598, 1.4811, 1.7735], [-0.8511, 1.0717, 1.5311], [-0.3071, -1.9427, -0.4607], [0.0764, -2.2409, -2.3120], [1.4330, -0.0439, -1.9183], [1.9545, 0.9500, 1.8173], [-0.4854, 3.2177, 0.1810], [-1.5495, -0.0435, -1.6651], [1.3507, -1.7323, 2.2113], [-0.3940, -0.5204, 1.7118], [-0.7842, 1.3841, -1.0996], [0.6835, 0.1365, -0.2958], [1.3302, -2.1510, -1.0491]],
  "atomic_forces_ev_per_a": [[0.206, -1.274, 0.611], [0.030, -0.323, 0.439], [-0.528, 0.091, -1.587], [1.526, -2.349, 1.231], [-1.309, 2.433, -1.543], [1.470, -1.649, 2.109], [-0.577, 0.590, -0.219], [0.400, -0.550, -0.571], [-0.179, -0.459, -1.332], [-0.415, 0.718, 0.502], [-0.733, 0.576, 0.149], [0.647, -0.572, 0.163], [-0.298, 1.178, -0.004], [0.876, 1.081, -0.112], [0.958, -0.345, 1.839], [-0.805, 1.294, -0.125], [-0.072, -0.477, -0.514], [0.088, -0.376, -0.530], [-1.284, 0.411, -0.506]],
  "homo_lumo_gap_ev": [7.13, 4.09],
  "spin_multiplicity": 2,
  "lumo_ev": [3.38, 0.52],
  "e_tot_ev": -9913.497,
  "s2": 0.755,
  "total_charge": -1
}


Entry 6:
{
  "formula": "C3H3N3O",
  "method": "ωB97M-V/def2-TZVPD",
  "symbols": ["O", "N", "N", "N", "C", "C", "C", "H", "H", "H"],
  "xyz": [[-1.2314, -1.2044, -0.3401], [-1.7554, 0.9446, 0.1625], [0.9111, 1.6376, 0.4214], [0.5474, -2.8991, -0.6836], [-0.2979, -2.1212, -0.5274], [-0.8566, 0.0320, -0.0242], [0.6159, 0.4136, 0.1264], [-1.2443, 1.8175, 0.3935], [1.9321, 1.7428, 0.4898], [1.3791, -0.3634, -0.0184]],
  "atomic_forces_ev_per_a": [[0.099, -2.720, -0.655], [1.601, -2.035, -0.433], [-0.263, -2.047, -0.487], [-1.005, 0.683, 0.126], [0.326, 0.163, 0.055], [-0.299, 5.448, 1.304], [0.541, 0.950, 0.242], [-0.311, -0.564, -0.148], [-0.445, -0.047, -0.027], [-0.245, 0.169, 0.023]],
  "homo_lumo_gap_ev": 10.42,
  "lumo_ev": -0.57,
  "smiles": "[H]/N=C/C(=N\\[H])OC#N",
  "e_tot_ev": -9674.942
}